Below is 7 unconnected molecules or ions with the total composition C33H59FN3O22S6 at a distorted geometry, with properties calculated with wB97M-V/def2-TZVPD.

Values from the calculation:
total charge = +1
2S+1 = 1

Element x y z (Å)
C1 -4.64 -2.11 0.57
H1 -10.29 -0.90 -5.79
H2 -9.14 1.14 -6.67
H3 -6.22 -2.00 -2.34
H4 4.30 3.45 5.27
O1 8.49 1.19 1.82
H5 9.98 3.27 0.73
C2 3.12 4.77 3.79
H6 8.77 -1.06 -2.06
N1 1.17 -3.62 1.06
C3 -2.54 -2.37 1.74
O2 9.63 0.76 -0.34
O3 7.22 1.37 -0.33
H7 -6.52 -2.13 -6.97
H8 -3.87 1.14 0.26
H9 -4.13 -2.76 -6.60
C4 -4.74 5.00 -2.42
C5 6.06 1.01 9.47
S1 -5.68 -1.21 -4.49
C6 -0.21 -1.25 2.11
N2 -3.42 -2.87 0.70
H10 -8.01 0.21 -5.67
C7 3.69 3.50 4.33
O4 -3.02 3.83 0.06
O5 6.13 -3.06 -1.43
H11 4.22 -1.69 -2.90
H12 6.11 -7.48 -2.89
H13 2.80 -2.69 -2.47
C8 -0.23 -3.64 1.08
H14 1.35 0.50 3.32
C9 9.04 3.17 0.20
C10 2.34 4.74 2.51
C11 2.10 3.43 1.78
H15 -6.27 4.96 -0.88
H16 -13.30 2.45 -4.64
O6 2.43 0.91 1.61
C12 -10.08 -0.06 -5.13
C13 -6.27 -2.97 -6.32
H17 -0.79 -0.37 2.51
H18 10.75 -0.92 -0.50
C14 2.07 -0.04 2.63
H19 -14.01 0.81 -4.79
O7 -6.36 -2.59 -4.95
O8 -6.18 -0.15 -5.32
O9 -11.56 2.25 -6.85
N3 -0.96 -4.83 0.63
H20 5.56 0.83 8.51
H21 7.16 -0.84 9.54
C15 5.43 -6.68 -2.60
O10 4.15 -4.41 -0.67
H22 -7.53 -1.00 -3.04
H23 5.42 4.99 9.22
H24 8.02 0.48 8.74
O11 -1.47 -6.04 2.66
H25 -4.89 -3.94 -7.67
C16 -0.96 -2.46 1.61
H26 3.92 1.29 4.01
O12 6.06 3.09 7.30
O13 4.81 -4.37 -3.06
C17 -5.78 4.28 -1.58
S2 6.87 3.29 8.47
H27 -14.30 2.04 -6.06
C18 5.79 -5.39 -3.30
H28 -5.21 5.76 -3.04
H29 -2.92 -2.74 -0.20
H30 7.72 -1.22 -0.67
H31 6.91 5.63 8.48
H32 8.30 3.85 0.61
H33 -9.81 -0.47 -4.15
H34 1.50 3.47 0.83
O14 -5.21 3.16 -0.88
H35 9.16 3.35 -0.86
C19 6.50 4.88 9.15
H36 3.04 -2.57 1.47
H37 7.88 0.48 10.49
C20 -13.59 1.66 -5.33
O15 -4.28 -1.42 -4.29
O16 -5.13 4.23 1.35
H38 5.37 0.67 10.25
C21 -6.45 -1.10 -2.90
H39 2.95 -0.44 3.22
H40 5.49 -6.57 -1.51
C22 3.46 2.23 3.58
O17 -12.48 -0.08 -6.93
H41 -3.68 1.75 1.93
C23 7.35 0.23 9.56
S3 4.82 -3.60 -1.66
H42 3.32 5.70 4.38
H43 -6.05 -0.23 -2.39
C24 8.73 -1.40 -1.03
H44 5.81 -5.55 -4.37
O18 -2.94 -1.88 2.78
H45 -4.62 -4.32 -5.95
C25 -4.90 -3.54 -6.66
C26 -1.33 -5.43 1.70
C27 2.67 2.15 2.30
C28 -4.30 1.78 1.03
H46 4.40 -6.98 -2.83
H47 3.57 -1.66 -1.24
H48 -4.00 5.49 -1.79
C29 -8.93 0.79 -5.65
H49 9.66 -0.93 0.88
S4 8.43 1.52 0.43
H50 1.94 5.71 2.11
H51 -7.02 -3.74 -6.49
S5 -4.35 3.45 0.45
H52 -8.79 1.67 -5.03
C30 1.29 -1.29 2.06
S6 -12.15 1.12 -6.21
O19 8.29 3.12 8.44
C31 9.75 -0.65 -0.18
H53 -6.56 3.88 -2.23
H54 -4.20 4.29 -3.05
O20 -11.26 0.72 -4.92
F1 -4.91 -1.53 -0.69
C32 3.74 -2.27 -2.12
H55 8.92 -2.47 -1.00
H56 6.97 4.96 10.13
H57 -5.31 1.46 1.28
O21 6.26 2.41 9.68
C33 1.91 -2.51 1.51
H58 6.78 -5.04 -3.00
H59 1.74 -4.42 0.73
O22 -5.46 -1.94 1.41

---

Below is 4 unconnected molecules or ions with the total composition C33H59N5O3S at a distorted geometry, with properties calculated with wB97M-V/def2-TZVPD.

Values from the calculation:
total charge = 0
energy above the lowest of the compared OMol25 structures with the same formula, charge and spin = 0.000 eV
SMILES = CCCCCCCCCCCCCCCCc1cnc2cc(S)ccc2n1.CNC(C)=O.CNC(C)=O.CNC(C)=O
2S+1 = 1

Element x y z (Å)
H1 -1.13 -3.28 0.89
O1 2.04 0.98 -7.17
H2 -4.05 -2.91 5.37
H3 6.57 0.54 -0.66
C1 -2.16 -2.84 4.34
H4 0.99 -0.46 -2.82
S1 -2.87 5.05 1.61
H5 1.51 4.02 -1.31
H6 -0.78 -2.70 -1.90
C2 1.93 1.75 -3.85
C3 -0.84 1.65 2.42
C4 -7.17 -2.71 9.22
N1 -2.05 -1.52 4.03
C5 -1.20 0.78 1.36
C6 4.80 2.10 0.58
C7 -0.50 -2.64 0.29
C8 1.55 2.19 -2.43
H7 0.47 2.26 -2.38
C9 4.88 0.56 0.67
H8 6.57 -1.53 0.77
C10 -5.53 -1.49 7.73
C11 -2.26 3.39 1.51
C12 1.29 -3.17 -1.50
H9 5.15 -2.10 -0.12
C13 3.43 2.63 0.08
H10 5.05 2.56 1.54
H11 -2.65 -2.79 6.44
C14 -1.49 0.95 -7.96
H12 -7.93 -2.35 8.53
C15 3.19 0.86 -3.93
C16 -1.06 -1.24 0.33
H13 5.56 2.44 -0.13
H14 -3.34 2.87 -0.26
H15 -1.95 -0.03 -8.12
H16 3.07 3.35 0.81
H17 2.34 4.15 -2.85
N2 -2.51 0.43 -0.65
H18 0.47 2.80 -9.12
H19 2.31 -3.09 -3.40
O2 -1.58 -3.68 3.66
H20 2.12 2.63 -4.46
C17 2.20 3.51 -1.98
C18 1.91 -1.05 -2.76
H21 3.81 -1.20 -3.65
C19 -2.63 2.54 0.48
H22 -6.22 -0.45 6.02
H23 -0.16 1.29 3.17
H24 6.71 -1.89 -0.96
H25 -3.00 -4.31 5.60
C20 2.90 -0.64 -3.86
C21 -2.66 -0.39 4.70
C22 -6.65 -1.04 6.83
H26 3.90 1.09 -3.14
H27 1.69 -4.18 -1.45
H28 -5.06 -2.53 9.36
H29 3.68 1.04 -4.89
C23 5.67 -0.05 -0.50
C24 1.03 1.18 -7.81
H30 1.80 -2.59 -0.74
C25 -1.98 -0.76 -0.64
H31 0.45 -2.56 0.81
C26 3.54 3.32 -1.28
H32 -2.30 -1.44 -1.43
N3 -0.18 0.79 -7.34
H33 -2.14 1.54 -7.31
H34 1.10 1.18 -4.25
H35 -3.85 4.87 2.51
H36 -1.40 1.46 -8.91
H37 -7.17 -1.90 6.40
C27 -3.02 -3.23 5.52
H38 0.63 -2.59 -3.49
H39 -7.36 -0.43 7.38
H40 -1.89 0.29 5.06
H41 1.84 1.42 -1.71
H42 2.52 -1.01 -4.81
H43 5.33 0.26 1.61
N4 -5.86 -2.26 8.80
H44 -1.46 -1.35 3.23
H45 -7.40 -2.34 10.22
H46 2.74 1.79 0.06
O3 -4.36 -1.20 7.51
H47 4.22 2.76 -1.91
H48 3.98 4.31 -1.13
H49 -0.55 -4.23 -1.14
C28 -0.22 -3.19 -1.12
H50 -1.04 3.57 3.31
H51 -0.13 0.33 -6.44
H52 -3.27 -0.70 5.54
N5 -0.67 -0.48 1.32
C29 1.06 1.88 -9.15
H53 3.87 0.15 0.61
C30 1.53 -2.54 -2.88
H54 -3.29 0.16 3.99
H55 2.09 2.13 -9.38
C31 -1.34 2.93 2.49
H56 5.03 -0.03 -1.37
H57 -7.20 -3.80 9.24
C32 6.05 -1.50 -0.18
H58 2.38 -0.86 -1.80
H59 0.67 1.23 -9.93
C33 -2.10 1.23 0.38

---

Number 1: HOMO energy -10.83 eV, E_LUMO -0.187 Ha. Number 2: HOMO energy -8.94 eV, E_LUMO -0.008 Ha.